DFT (the ωB97M-V functional and the def2-TZVPD basis) results for a molecular structure, H4OS at a distorted geometry.

Values from the calculation:
electronic energy	-12946.75958	eV
energy relative to the best compared isomer or geometry (same formula, charge and spin)	0.7191	eV
orbital gap	10.8	eV
charge	0

CARTESIAN COORDINATES (ANGSTROEM)
H 1.524 -0.724 0.126
H -0.118 -1.457 0.852
S 0.360 -1.178 -0.374
H -1.009 1.701 -0.564
O -0.497 1.271 0.159
H -0.260 0.385 -0.199

Mulliken population analysis, charges in e, atoms 1 to 4: number 1, H, carries 0.2261; number 2, H, carries 0.2261; number 3, S, carries -0.4873; number 4, H, carries 0.2929



DFT (the ωB97M-V functional and the def2-TZVPD basis) results for a molecular structure, C33H38AsN5O7PRbS2.

Values from the calculation:
electronic energy	-149078.67411	eV
energy relative to the best compared isomer or geometry (same formula, charge and spin)	1.6911	eV
orbital gap	5.7	eV
charge	-2

CARTESIAN COORDINATES (ANGSTROEM)
O -2.831 -3.662 0.027
H -0.223 -7.322 4.417
Rb -0.811 -1.800 -0.135
S -2.192 -4.620 -0.895
S -1.772 1.366 -1.249
H 5.636 2.110 0.802
C -0.520 -5.436 1.040
C 2.342 2.503 1.538
C -3.783 2.218 -5.867
C -0.147 5.330 -0.695
C 0.043 2.965 -0.148
H 0.275 4.496 1.283
H 0.451 1.946 -1.949
H 1.587 3.887 3.004
C 2.465 3.511 2.494
N -2.298 3.113 -4.189
H 2.383 -0.863 -3.400
H -3.488 1.175 -5.743
C 4.856 3.529 2.208
C 3.711 4.021 2.825
N -0.307 -1.320 -3.173
O -2.603 -3.138 3.047
C 2.078 -1.883 -3.119
C -0.306 -6.802 3.469
C -3.564 2.944 -4.573
H -5.643 3.241 -4.074
H 1.302 1.116 3.766
O 0.010 -3.399 2.170
C -4.611 3.405 -3.794
C -0.376 5.094 -1.982
C -0.266 1.823 2.482
H -0.798 -8.567 2.342
H 0.799 -2.124 -4.833
H -0.438 -0.436 -3.642
C -0.088 -5.431 3.414
N -3.016 4.264 -2.260
H 0.161 -4.865 4.303
H -2.025 2.412 1.415
H 2.309 -1.245 0.954
O -0.569 -4.790 -0.156
H -1.196 -1.790 -3.073
P 0.753 1.731 0.991
H 0.448 -3.212 -3.476
C -0.206 -4.719 2.216
N 2.055 -2.067 -1.677
H 4.134 -2.227 -1.166
C 2.908 -3.119 0.362
C 0.041 4.240 0.257
C 3.178 -2.776 -1.093
C 4.747 2.515 1.270
H -5.030 4.559 -2.020
H -2.496 1.764 5.628
As -1.082 -2.197 3.315
H 3.793 4.800 3.574
H 1.879 -1.188 -1.207
H -0.468 5.913 -2.689
C -0.530 1.419 4.838
H -4.828 2.257 -6.174
H -0.121 1.093 5.786
H -3.155 2.649 -6.648
H 3.403 1.184 0.242
H 1.928 -3.608 0.414
H -0.034 6.349 -0.340
H 2.714 -2.215 2.162
C -0.653 3.708 -2.517
C -0.368 2.530 -1.517
H 5.830 3.927 2.470
C -0.722 -6.808 1.109
O 1.118 0.387 0.463
H -0.955 -7.330 0.188
C -1.866 1.792 4.746
N 3.003 -1.939 1.229
O -1.130 -0.929 2.281
C -1.605 2.180 2.387
C 0.267 1.433 3.707
H -0.058 3.532 -3.416
H -2.789 -3.209 2.093
H 3.661 -3.842 0.691
O -1.783 -3.991 -2.160
H -3.450 2.427 3.449
C 0.712 -2.185 -3.735
C 3.496 2.004 0.944
C -2.401 2.171 3.525
H 2.816 -2.566 -3.556
C -4.270 4.107 -2.651
C -0.628 -7.497 2.313
H 3.292 -3.715 -1.645
C -2.085 3.692 -3.016

Mulliken population analysis, charges in e, atoms 1 to 4: number 1, O, carries -0.5732; number 2, H, carries 0.3620; number 3, Rb, carries 0.6059; number 4, S, carries 0.3601



DFT (the ωB97M-V functional and the def2-TZVPD basis) results for 7 unconnected molecules or ions with the total composition H14O7 at a distorted geometry.

Values from the calculation:
electronic energy	-14559.66328	eV
SMILES string	O.O.O.O.O.O.O
energy relative to the best compared isomer or geometry (same formula, charge and spin)	1.7981	eV
orbital gap	10.3	eV
charge	0

CARTESIAN COORDINATES (ANGSTROEM)
H -2.980 -1.396 1.290
H -0.494 -0.480 -1.165
H -1.588 -1.112 0.659
H 1.240 2.868 -0.482
H 1.520 0.743 1.462
H 0.369 -3.375 0.299
H -2.546 1.248 -0.318
O 2.006 -1.174 -1.490
H 0.042 0.498 -0.146
H 0.796 -0.421 2.220
H -2.685 2.122 0.871
O 1.133 -2.889 0.558
H 1.332 3.489 -1.832
O 0.704 0.515 1.926
H 2.289 -0.930 -2.396
O -3.136 1.941 0.031
H 2.521 -0.653 -0.828
O 0.953 2.720 -1.377
O -0.786 0.100 -0.471
H 1.344 -2.337 -0.233
O -2.028 -1.472 1.424

Mulliken population analysis, charges in e, atoms 1 to 4: number 1, H, carries 0.3045; number 2, H, carries 0.2845; number 3, H, carries 0.4000; number 4, H, carries 0.3056



Please write out number 3 again, unchanged.
DFT (the ωB97M-V functional and the def2-TZVPD basis) results for 7 unconnected molecules or ions with the total composition H14O7 at a distorted geometry.

Values from the calculation:
electronic energy	-14559.66328	eV
SMILES string	O.O.O.O.O.O.O
energy relative to the best compared isomer or geometry (same formula, charge and spin)	1.7981	eV
orbital gap	10.3	eV
charge	0

CARTESIAN COORDINATES (ANGSTROEM)
H -2.980 -1.396 1.290
H -0.494 -0.480 -1.165
H -1.588 -1.112 0.659
H 1.240 2.868 -0.482
H 1.520 0.743 1.462
H 0.369 -3.375 0.299
H -2.546 1.248 -0.318
O 2.006 -1.174 -1.490
H 0.042 0.498 -0.146
H 0.796 -0.421 2.220
H -2.685 2.122 0.871
O 1.133 -2.889 0.558
H 1.332 3.489 -1.832
O 0.704 0.515 1.926
H 2.289 -0.930 -2.396
O -3.136 1.941 0.031
H 2.521 -0.653 -0.828
O 0.953 2.720 -1.377
O -0.786 0.100 -0.471
H 1.344 -2.337 -0.233
O -2.028 -1.472 1.424

Mulliken population analysis, charges in e, atoms 1 to 4: number 1, H, carries 0.3045; number 2, H, carries 0.2845; number 3, H, carries 0.4000; number 4, H, carries 0.3056



Which formula does entry 1 have?
H4OS



Which formula does entry 2 have?
C33H38AsN5O7PRbS2



Among the records above, which one has the lowest electronic energy?
C33H38AsN5O7PRbS2